C33H41LiN3O2 as an isolated structure, computed with ωB97M-V/def2-TZVPD.

Summary:
* spin multiplicity: 1
* LUMO: 2.46 eV
* gap between HOMO and LUMO: 6.52 eV
* E_HOMO: -0.1492 hartree
* total charge: -1

```
80
Properties=species:S:1:pos:R:3:forces:R:3:lowdin_charge:R:1
C -1.787809 0.570087 -3.364834 0.0 0.0 0.0 -0.06
Li -0.510606 0.177238 0.138148 -0.4 0.4 -0.4 0.59
O 3.357961 6.955761 0.649859 -0.1 0.2 -0.1 -0.08
C 2.359890 0.509266 -0.024424 0.1 0.0 -0.1 -0.15
H -4.845123 1.489271 -2.046528 0.0 0.0 0.0 0.08
H 2.903567 8.686623 -0.265152 0.0 0.0 0.0 0.09
H -4.431624 -0.963938 -1.754443 0.1 0.0 0.0 0.08
H 5.094166 1.916709 -1.437649 0.0 0.1 0.1 0.11
H 4.880538 -0.543531 2.709283 0.0 0.0 0.0 0.11
C -1.494621 -0.153360 3.535578 0.0 0.0 0.0 -0.05
H -0.996281 -0.133259 -3.088725 0.0 0.0 0.0 0.08
C 1.797457 1.500617 -2.020863 -0.1 -0.1 0.0 -0.15
C 4.159436 -0.257580 1.951443 0.1 0.3 -0.1 -0.05
N 1.441910 0.779850 -0.984258 0.0 0.0 0.2 0.10
H -1.354314 1.575822 -3.388277 0.0 -0.1 0.0 0.07
H -4.658054 -0.212150 2.192317 0.0 0.0 0.0 0.08
N 6.334587 2.250322 0.896151 -0.1 -0.4 0.3 0.04
H -0.374555 4.348106 -0.372085 0.0 -0.1 0.0 0.08
C -0.054131 2.871110 2.701026 0.0 0.0 -0.1 -0.04
H -3.875251 -1.133734 -3.427684 0.0 0.0 0.0 0.08
H -3.393692 -0.717574 0.301421 0.1 0.0 0.0 0.09
C 4.594587 0.656543 0.991726 -0.3 -0.1 0.1 -0.27
H 5.488578 6.339391 -0.914559 0.0 -0.1 0.0 0.10
H -2.621587 4.037544 2.544551 0.0 0.0 -0.1 0.06
C -2.308572 0.917043 1.358645 -0.2 0.0 -0.1 -0.18
C -3.242056 1.665979 3.610430 0.0 0.0 0.0 -0.06
C -3.556111 -0.897852 -2.407275 0.0 0.0 0.0 -0.07
H 2.551332 -1.389287 2.822634 0.0 0.0 0.0 0.10
C 5.163375 5.582683 -0.211693 0.1 0.0 -0.1 -0.03
H -3.601752 2.534693 -2.741547 0.0 -0.1 0.0 0.08
H 4.637427 8.300880 -0.295582 0.0 0.0 0.0 0.09
H -1.387338 2.732020 -1.291020 0.1 -0.1 0.1 0.10
O 0.698394 -0.759751 1.080658 0.2 -0.2 0.3 -0.12
H 3.509905 7.432117 -1.367915 0.0 0.0 0.1 0.10
C 3.117809 1.929512 -2.221008 0.1 0.0 0.0 -0.05
C 5.860148 4.381299 -0.132271 0.0 -0.2 0.0 -0.04
C -2.444211 0.824900 -0.958224 -0.1 0.1 0.2 -0.28
H 2.856205 5.006275 2.180630 0.0 0.0 0.0 0.11
H -4.079677 2.126079 3.076888 0.0 0.0 0.0 0.09
C -1.613415 2.055567 0.822210 0.1 0.1 -0.1 -0.18
C -2.939044 0.500446 -2.353145 0.1 0.0 0.0 -0.57
C -3.795282 -0.561567 2.766039 0.0 0.0 -0.1 -0.09
C -4.013882 1.522118 -2.756554 0.0 0.0 0.0 -0.06
C -1.882299 4.364216 1.812045 0.0 0.0 0.1 -0.05
N 5.918649 1.094443 1.161305 0.2 0.2 -0.5 0.04
H 0.716580 4.627282 0.981515 0.0 0.0 0.0 0.07
H 0.633716 2.054590 2.456570 0.0 0.0 0.0 0.08
H -3.606496 1.304056 4.578727 0.0 0.0 0.0 0.08
H -1.108427 -0.993062 2.953530 0.0 0.0 0.1 0.08
C 1.893311 -0.359001 1.063717 0.1 -0.1 0.1 -0.40
C 3.691228 0.986409 -0.076707 0.2 -0.1 0.1 -0.10
C 5.472060 3.372299 0.739049 -0.3 0.3 -0.1 -0.31
H -4.122769 -0.766035 3.790503 0.0 0.0 0.0 0.07
H 0.540106 3.731792 3.027601 0.0 0.0 0.0 0.08
H -3.445628 -1.504316 2.335239 0.0 0.1 0.0 0.08
H -0.664001 2.559259 3.545918 0.1 0.0 -0.1 0.05
H -2.137812 0.326231 -4.375029 0.0 0.0 0.0 0.08
H -2.502251 2.438909 3.807523 -0.1 -0.1 0.0 0.05
C -2.784237 0.173343 0.244740 -0.1 0.1 0.0 -0.09
H -1.360211 5.242217 2.214793 0.0 -0.1 0.0 0.08
H -2.832303 -1.653403 -2.086450 -0.1 0.0 0.0 0.09
H -0.667592 0.541631 3.683244 -0.1 -0.1 0.0 0.06
C 0.123208 3.863061 0.472170 0.0 0.0 -0.1 -0.06
H 1.017724 1.724796 -2.746847 0.1 0.0 0.1 0.10
C -1.733414 1.978994 -0.591895 -0.1 0.0 0.0 -0.10
H 3.383961 2.455373 -3.127855 0.0 0.0 0.0 0.10
C -0.883457 3.248317 1.463018 0.0 0.0 0.0 -0.52
H -1.814441 -0.521749 4.520046 0.0 0.1 -0.1 0.08
H 6.721466 4.210930 -0.768980 0.0 0.0 0.1 0.11
H -4.402518 1.315927 -3.762839 0.0 0.0 0.1 0.07
C 4.369290 3.610557 1.571455 0.1 -0.1 0.0 -0.01
C 4.081984 5.803194 0.626646 0.1 -0.1 0.0 -0.29
C 3.628019 7.883717 -0.377225 -0.1 0.1 0.0 -0.10
C -2.677638 0.495790 2.791706 0.2 -0.1 0.0 -0.53
C 3.698023 4.814632 1.525408 -0.1 -0.2 0.1 0.00
H 0.804553 3.104481 0.082153 0.0 0.1 0.0 0.07
C 2.861956 -0.727057 2.023549 -0.1 0.0 0.0 -0.02
H -2.419276 4.666991 0.908758 0.0 0.0 0.1 0.08
C 4.060737 1.652551 -1.266440 -0.1 0.1 0.0 -0.01
H 4.046619 2.842730 2.264298 0.0 0.1 0.0 0.12
```
Positions in Å, forces in eV/Å.